Model A:
Below is a structure of composition C37H53Ge2N3OSTi, with properties calculated with ωB97M-V/def2-TZVPD.

Structure (ORCA input):
```
! RIJCOSX wB97M-V def2-TZVPD def2/J DEFGRID3
* xyz 2 1
Ti 0.461 0.734 0.341
C -0.525 3.906 1.774
N -1.198 2.850 0.998
C -2.498 2.592 1.634
C -1.343 3.233 -0.396
C -2.428 3.953 -0.874
C -2.540 4.251 -2.222
C -1.571 3.829 -3.117
C -0.482 3.107 -2.660
C -0.355 2.806 -1.308
N 0.790 2.155 -0.780
C 1.772 3.059 -0.371
C 1.984 4.326 -0.928
C 2.868 5.209 -0.335
C 3.556 4.859 0.815
C 3.395 3.592 1.353
C 2.513 2.700 0.765
N 2.322 1.321 1.215
C 2.138 1.234 2.674
C 3.557 0.622 0.806
H -1.056 4.863 1.700
H 0.496 4.049 1.426
H -0.514 3.621 2.827
H -2.334 2.003 2.540
H -3.015 3.515 1.923
H -3.144 2.040 0.954
H -3.195 4.285 -0.193
H -3.390 4.818 -2.566
H -1.649 4.064 -4.167
H 0.286 2.782 -3.351
H 1.445 4.619 -1.815
H 3.004 6.189 -0.762
H 4.216 5.564 1.292
H 3.958 3.327 2.236
H 2.202 0.191 2.992
H 1.161 1.659 2.953
H 2.913 1.785 3.213
H 4.435 1.093 1.259
H 3.661 0.684 -0.281
H 3.530 -0.422 1.113
C 3.752 -0.291 -2.827
Ge 2.171 -1.500 -2.703
C 0.671 -0.419 -3.478
C 2.513 -3.240 -3.611
Ge 1.156 -1.621 -0.410
C -0.063 -3.228 -0.418
C -0.414 -3.867 0.771
C -1.145 -5.040 0.769
C -1.544 -5.606 -0.431
C -1.201 -4.990 -1.622
C -0.469 -3.813 -1.615
C 2.255 -2.288 1.115
C 3.399 -3.054 0.927
C 4.085 -3.584 2.008
C 3.636 -3.342 3.296
C 2.494 -2.582 3.503
C 1.807 -2.067 2.417
H 4.115 -0.337 -3.852
H 4.570 -0.595 -2.178
H 3.476 0.743 -2.616
H 1.003 0.157 -4.338
H 0.329 0.277 -2.694
H -0.164 -1.038 -3.800
H 1.954 -3.323 -4.538
H 2.236 -4.066 -2.963
H 3.569 -3.329 -3.845
H -0.085 -3.471 1.722
H -1.387 -5.518 1.705
H -2.097 -6.532 -0.442
H -1.495 -5.431 -2.562
H -0.190 -3.363 -2.562
H 3.747 -3.241 -0.082
H 4.969 -4.181 1.845
H 4.167 -3.740 4.145
H 2.148 -2.398 4.511
H 0.880 -1.499 2.578
C -3.154 0.816 -1.788
C -3.699 -0.576 -1.507
C -2.603 -1.492 -0.993
S -1.968 -1.304 0.719
O -1.166 0.024 0.706
C -3.444 -0.824 1.677
C -4.319 -2.036 1.970
C -5.322 -1.718 3.078
H -3.946 1.492 -2.095
H -2.403 0.779 -2.576
H -2.688 1.224 -0.895
H -4.078 -1.008 -2.435
H -4.548 -0.533 -0.825
H -1.709 -1.372 -1.613
H -2.915 -2.534 -1.023
H -3.992 -0.039 1.163
H -3.042 -0.416 2.605
H -3.692 -2.873 2.286
H -4.860 -2.327 1.067
H -4.813 -1.514 4.017
H -5.986 -2.562 3.234
H -5.929 -0.852 2.822
*
```

## Properties
Frontier orbital gap: 0.245 hartree
HOMO energy: -13.21 eV

Atomic partial charges in e from the Mulliken method, atoms 1 to 8:
1 Ti 0.6590
2 C -1.1739
3 N 0.9820
4 C -1.4005
5 C -0.6291
6 C 0.0813
7 C -1.0627
8 C -0.8396


Model B:
Below is a structure of composition C37H53Ge2N3OSTi, with properties calculated with ωB97M-V/def2-TZVPD.

Structure (ORCA input):
```
! RIJCOSX wB97M-V def2-TZVPD def2/J DEFGRID3
* xyz 2 1
Ti 0.868 0.128 -0.300
C 1.237 1.546 2.436
N 1.975 0.833 1.352
C 2.965 1.779 0.741
C 2.756 -0.330 1.826
C 3.346 -0.398 3.069
C 4.251 -1.418 3.340
C 4.609 -2.298 2.333
C 3.987 -2.247 1.090
C 2.982 -1.321 0.862
N 2.122 -1.251 -0.266
C 1.747 -2.335 -1.113
C 2.052 -3.677 -0.944
C 1.477 -4.638 -1.763
C 0.590 -4.279 -2.761
C 0.287 -2.940 -2.952
C 0.865 -1.982 -2.143
N 0.646 -0.532 -2.316
C 1.780 -0.001 -3.137
C -0.645 -0.244 -2.993
H 1.939 2.092 3.065
H 0.682 0.840 3.037
H 0.543 2.253 1.990
H 3.760 1.990 1.450
H 2.469 2.710 0.481
H 3.415 1.334 -0.143
H 3.125 0.339 3.832
H 4.705 -1.490 4.320
H 5.376 -3.042 2.511
H 4.294 -2.926 0.308
H 2.692 -3.998 -0.139
H 1.720 -5.682 -1.599
H 0.133 -5.031 -3.393
H -0.399 -2.666 -3.744
H 1.822 -0.520 -4.093
H 2.715 -0.178 -2.621
H 1.657 1.059 -3.324
H -0.623 -0.601 -4.022
H -0.822 0.824 -3.022
H -1.453 -0.729 -2.462
C -3.735 0.818 -0.930
Ge -3.362 -1.023 -0.350
C -3.706 -2.091 -1.955
C -4.548 -1.568 1.088
Ge -1.091 -1.151 0.640
C -0.690 -3.054 0.965
C -1.504 -4.044 0.413
C -1.285 -5.392 0.686
C -0.244 -5.771 1.522
C 0.580 -4.800 2.077
C 0.365 -3.458 1.792
C -1.424 -0.389 2.439
C -2.081 0.846 2.508
C -2.344 1.460 3.726
C -1.938 0.850 4.907
C -1.296 -0.381 4.858
C -1.044 -0.999 3.636
H -4.821 0.937 -1.002
H -3.315 0.990 -1.926
H -3.360 1.580 -0.242
H -4.784 -2.014 -2.135
H -3.460 -3.148 -1.847
H -3.193 -1.696 -2.834
H -5.571 -1.585 0.699
H -4.493 -0.872 1.925
H -4.289 -2.568 1.444
H -2.330 -3.770 -0.230
H -1.936 -6.144 0.254
H -0.075 -6.819 1.742
H 1.394 -5.088 2.734
H 1.036 -2.724 2.222
H -2.397 1.338 1.595
H -2.875 2.404 3.757
H -2.138 1.323 5.861
H -0.997 -0.872 5.777
H -0.576 -1.970 3.634
C -1.233 4.295 -4.432
C -1.617 4.707 -3.007
C -1.408 3.622 -1.944
S 0.251 2.944 -1.972
O 0.263 1.953 -0.759
C 1.228 4.354 -1.451
C 0.810 4.986 -0.127
C 1.915 5.904 0.397
H -1.501 5.080 -5.137
H -1.758 3.385 -4.736
H -0.158 4.120 -4.544
H -2.679 4.951 -2.979
H -1.085 5.617 -2.722
H -2.050 2.759 -2.133
H -1.589 3.975 -0.927
H 1.170 5.053 -2.290
H 2.249 3.970 -1.417
H 0.591 4.207 0.604
H -0.105 5.564 -0.265
H 2.843 5.352 0.573
H 1.611 6.364 1.338
H 2.130 6.706 -0.312
*
```

## Properties
Frontier orbital gap: 0.259 hartree
HOMO energy: -13.00 eV

Atomic partial charges in e from the Mulliken method, atoms 1 to 8:
1 Ti 0.2829
2 C -1.0227
3 N 0.9209
4 C -0.3881
5 C 0.8732
6 C -0.5956
7 C -0.9524
8 C -0.9395


Which is the most stable structure? model B is the most stable.


Model A:
Below is the molecule C4H6I2, with properties calculated with ωB97M-V/def2-TZVPD.

Structure (ORCA input):
```
! RIJCOSX wB97M-V def2-TZVPD def2/J DEFGRID3
* xyz 0 1
I -0.505 2.771 1.574
C -0.515 0.357 1.226
C -0.003 -0.599 0.079
I -0.256 -2.629 0.733
C 1.123 -0.068 -0.733
C -0.289 -0.153 -1.322
H -1.547 0.198 1.306
H -0.225 0.154 2.172
H 1.852 -0.747 -1.170
H 1.523 0.820 -0.325
H -0.645 0.799 -1.497
H -0.513 -0.902 -2.041
*
```

## Properties
Frontier orbital gap: 0.321 hartree
SMILES: ICC1(I)CC1
HOMO energy: -9.59 eV

Atomic partial charges in e from the Mulliken method, atoms 1 to 8:
1 I -0.0560
2 C -1.5950
3 C 0.4656
4 I 0.0938
5 C -0.5511
6 C -0.6699
7 H 0.5806
8 H 0.7183


Model B:
Below is the molecule C4H6I2, with properties calculated with ωB97M-V/def2-TZVPD.

Structure (ORCA input):
```
! RIJCOSX wB97M-V def2-TZVPD def2/J DEFGRID3
* xyz 0 1
C 0.354 -1.626 -0.947
C 0.564 -0.874 0.139
I 2.565 -0.715 0.981
C -0.379 0.146 0.521
C -0.429 1.281 -0.497
I -2.385 -0.608 0.652
H 1.016 -2.367 -1.365
H -0.461 -1.618 -1.597
H -0.269 0.544 1.483
H -0.652 0.906 -1.572
H -1.266 1.966 -0.316
H 0.569 1.882 -0.635
*
```

## Properties
Frontier orbital gap: 0.335 hartree
SMILES: C=C(I)[C@@H](C)I
HOMO energy: -9.14 eV

Atomic partial charges in e from the Mulliken method, atoms 1 to 8:
1 C -0.7404
2 C 0.1577
3 I 0.0557
4 C -0.6583
5 C -0.9351
6 I 0.0886
7 H 0.2685
8 H 0.3220


Which is the most stable structure? model B is the most stable.


Model A:
Below is the molecule C2H7N3, with properties calculated with ωB97M-V/def2-TZVPD.

Structure (ORCA input):
```
! RIJCOSX wB97M-V def2-TZVPD def2/J DEFGRID3
* xyz 0 1
H 0.083 1.747 0.542
N 0.148 1.452 -0.426
C 0.069 0.189 -0.517
N 0.218 -0.503 -1.729
N -0.201 -0.697 0.523
C -0.273 -0.335 1.917
H -0.635 -1.000 -1.960
H 0.354 0.184 -2.466
H 0.063 -1.641 0.304
H 0.060 -1.195 2.490
H -1.266 -0.118 2.230
H 0.339 0.541 2.132
*
```

## Properties
Frontier orbital gap: 0.366 hartree
SMILES: [H]/N=C(/N)NC
HOMO energy: -9.00 eV

Atomic partial charges in e from the Mulliken method, atoms 1 to 8:
1 H 0.2094
2 N -0.7041
3 C 0.5150
4 N -0.5852
5 N -0.2074
6 C -0.9317
7 H 0.2381
8 H 0.3010


Model B:
Below is the molecule C2H7N3, with properties calculated with ωB97M-V/def2-TZVPD.

Structure (ORCA input):
```
! RIJCOSX wB97M-V def2-TZVPD def2/J DEFGRID3
* xyz 0 1
H 0.429 -2.320 -0.634
N 0.498 -1.279 -1.020
C -0.341 -0.658 -0.180
N -1.142 -1.304 0.657
N -0.238 0.716 0.004
C 0.926 1.528 -0.338
H -1.602 -2.204 0.246
H -1.607 -0.909 1.533
H -0.527 1.086 1.056
H 1.979 1.366 0.146
H 0.501 2.587 -0.038
H 1.124 1.391 -1.432
*
```

## Properties
Frontier orbital gap: 0.336 hartree
SMILES: [H]/N=C(\N)NC
HOMO energy: -8.45 eV

Atomic partial charges in e from the Mulliken method, atoms 1 to 8:
1 H 0.1869
2 N -0.6843
3 C 0.5242
4 N -0.4650
5 N -0.3264
6 C -0.7653
7 H 0.2583
8 H 0.2036


Which is the most stable structure? model A is the most stable.


Model A:
Below is a cluster of 2 separate species, C2H7N3 in total, with properties calculated with ωB97M-V/def2-TZVPD.

Structure (ORCA input):
```
! RIJCOSX wB97M-V def2-TZVPD def2/J DEFGRID3
* xyz 0 1
H -1.461 0.517 1.350
N -2.211 0.065 0.820
C -1.949 0.116 -0.416
N -0.980 0.915 -1.070
H -2.642 -0.410 -1.076
H -0.126 0.397 -1.244
H -0.785 1.733 -0.506
C 2.914 -0.652 0.019
N 1.809 -0.608 0.630
H 2.900 -0.704 -1.067
H 3.870 -0.671 0.546
H 1.937 -0.546 1.639
*
```

## Properties
Frontier orbital gap: 0.386 hartree
SMILES: [H]/N=C\N.C=N
HOMO energy: -9.60 eV

Atomic partial charges in e from the Mulliken method, atoms 1 to 8:
1 H 0.2278
2 N -0.5668
3 C 0.0762
4 N -0.5821
5 H 0.3305
6 H 0.2456
7 H 0.2580
8 C -0.2661


Model B:
Below is a structure of composition C2H7N3, with properties calculated with ωB97M-V/def2-TZVPD.

Structure (ORCA input):
```
! RIJCOSX wB97M-V def2-TZVPD def2/J DEFGRID3
* xyz 0 1
C 1.692 -0.467 -0.057
C 0.293 0.158 0.020
H 1.788 -1.560 -0.715
H 2.526 0.543 -0.555
H 1.950 -0.641 1.193
H -0.602 1.917 0.274
H -0.887 -1.648 0.059
H -2.232 0.461 0.716
H -2.019 0.520 -0.998
N 0.373 1.428 0.017
N -0.839 -0.633 0.154
N -2.043 -0.077 -0.107
*
```

## Properties
Frontier orbital gap: 0.374 hartree
HOMO energy: -9.28 eV

Atomic partial charges in e from the Mulliken method, atoms 1 to 8:
1 C -0.7645
2 C 0.4029
3 H 0.2577
4 H 0.2512
5 H 0.2089
6 H 0.2120
7 H 0.2470
8 H 0.2608


Model C:
Below is the molecule C2H7N3, with properties calculated with ωB97M-V/def2-TZVPD.

Structure (ORCA input):
```
! RIJCOSX wB97M-V def2-TZVPD def2/J DEFGRID3
* xyz 0 1
H 1.038 -1.796 -1.123
N 0.833 -1.262 -0.283
C 0.066 -0.294 -0.589
N -0.723 -0.232 -1.787
N -0.087 0.821 0.189
C 0.381 0.787 1.565
H -1.683 -0.215 -1.481
H -0.467 -0.981 -2.410
H -1.049 1.141 0.215
H 0.908 1.678 1.883
H 1.118 -0.019 1.547
H -0.335 0.372 2.274
*
```

## Properties
Frontier orbital gap: 0.365 hartree
SMILES: [H]/N=C(\N)NC
HOMO energy: -9.06 eV

Atomic partial charges in e from the Mulliken method, atoms 1 to 8:
1 H 0.2048
2 N -0.6669
3 C 0.5562
4 N -0.5155
5 N -0.3168
6 C -0.8962
7 H 0.2137
8 H 0.2447


Which is the most stable structure? model C is the most stable.